An isolated molecule of C20H31N3O, computed with wB97M-V/def2-TZVPD.

Results
Energy above the lowest of the compared OMol25 structures with the same formula, charge and spin: 25.0 kcal/mol
HOMO energy: -8.322 eV
LUMO level: 0.65 eV
Gap between HOMO and LUMO: 8.970 eV

Last column: Mulliken charge in e.
Positions of all 55 atoms, in Å:
1 O -3.9876 -1.5118 0.7350  -0.633
2 N 8.2470 -1.4067 1.1703  -0.436
3 N 1.5588 1.0130 -0.9344  0.347
4 N 4.1848 0.9457 0.1191  0.092
5 C -2.9865 0.6608 0.4109  0.706
6 C 7.1831 -1.2179 0.7945  0.125
7 C -2.9639 -0.7323 0.2725  1.815
8 C -4.1677 1.3398 1.0788  -0.110
9 C 0.2785 1.5939 -1.3007  -1.387
10 C -2.9600 -3.3995 -1.3647  -1.498
11 C 5.8516 -0.9504 0.3302  -0.044
12 C -1.7927 -3.5666 0.8627  -1.488
13 C -5.3084 1.5005 0.0653  -1.183
14 C -0.8609 0.7901 -0.7350  -0.476
15 C -3.8250 2.6958 1.6952  -1.866
16 C 2.6669 1.6199 -1.6432  -0.936
17 C -0.8523 -0.5921 -0.8455  -0.926
18 C 5.4955 0.5449 0.5521  -1.109
19 C 3.0810 0.3382 0.8339  -0.832
20 C -1.9301 1.3995 -0.1035  -0.598
21 C -1.8129 -2.8728 -0.5005  0.148
22 C -1.8830 -1.3710 -0.3494  0.309
23 C 1.7993 1.0912 0.4937  -0.711
24 C 3.9525 0.8684 -1.3081  -0.654
25 H 3.2742 0.4048 1.9071  0.417
26 H -4.6583 3.0399 2.3048  0.443
27 H 4.7947 1.3287 -1.8302  0.462
28 H -2.9665 -2.8975 -2.3301  0.329
29 H 2.7919 2.6833 -1.3704  0.333
30 H 0.2146 1.5811 -2.3946  0.465
31 H 5.7957 -1.1951 -0.7338  0.276
32 H -2.7260 -3.3918 1.3887  0.295
33 H 2.9405 -0.7215 0.5601  0.336
34 H -2.9437 2.6191 2.3277  0.434
35 H 6.2267 1.1611 0.0201  0.411
36 H -0.8713 -3.1036 -1.0119  0.426
37 H 2.4770 1.5555 -2.7176  0.432
38 H -2.8430 -4.4685 -1.5293  0.457
39 H -3.9125 -3.2262 -0.8740  0.285
40 H -0.0100 -1.0642 -1.3278  0.364
41 H -3.6447 3.4433 0.9271  0.340
42 H -4.5162 0.7081 1.9093  0.487
43 H -5.5861 0.5463 -0.3787  0.337
44 H -0.9728 -3.1858 1.4684  0.332
45 H -1.9372 2.4743 -0.0144  0.225
46 H 0.1973 2.6460 -0.9713  0.281
47 H -4.9941 2.1632 -0.7380  0.326
48 H 5.5780 0.7689 1.6199  0.404
49 H -4.6760 -0.9564 1.1171  0.288
50 H 1.8994 2.1401 0.8267  0.279
51 H 5.1532 -1.5875 0.8789  0.271
52 H -1.6614 -4.6389 0.7344  0.447
53 H 0.9538 0.6368 1.0144  0.416
54 H 3.8415 -0.1734 -1.6552  0.338
55 H -6.1870 1.9292 0.5436  0.408

=====

A structure of composition C24H60O6 in a non-equilibrium geometry, computed with wB97M-V/def2-TZVPD.

Results
Energy above the lowest of the compared OMol25 structures with the same formula, charge and spin: 269.9 kcal/mol
HOMO energy: -9.175 eV
LUMO level: 0.76 eV
Gap between HOMO and LUMO: 9.933 eV

Last column: Mulliken charge in e.
Positions of all 90 atoms, in Å:
1 O 0.4787 5.3281 2.1996  -0.189
2 O -3.4563 -2.1029 3.6866  -0.227
3 O 1.1197 -3.3079 0.6866  -0.370
4 O 3.0297 1.8531 -0.9074  -0.090
5 O -1.7003 -0.0699 -1.2184  -0.030
6 O 0.4797 -2.6119 -4.5474  -0.494
7 C 1.6307 -2.2699 -0.0004  0.124
8 C 4.3417 1.5391 -1.4584  -0.556
9 C -5.6563 -2.1099 3.8226  -1.407
10 C -1.5723 1.2891 -1.5034  -0.381
11 C -1.8173 -3.5199 -4.2554  -1.194
12 C -1.1343 -1.8499 3.1446  -0.757
13 C 4.1787 0.0371 -1.8004  -0.399
14 C -2.1143 -2.0999 4.2236  -0.413
15 C -1.4423 4.4071 0.8436  -0.686
16 C -4.4613 -2.4029 4.6186  -0.155
17 C 3.0717 3.2771 -0.5944  -0.755
18 C -0.8293 5.5311 1.7816  -1.109
19 C -2.5193 -0.3699 -0.1994  -0.114
20 C 0.8847 -5.7409 0.8826  -1.412
21 C 0.9837 6.5111 2.8566  -0.179
22 C 1.5377 -1.7749 -3.9294  0.959
23 C 1.4807 -1.0299 0.7056  -0.358
24 C -2.4383 -1.8519 -0.1504  -0.549
25 C -0.8713 1.4511 -2.6994  -1.412
26 C 1.7177 3.5871 -0.5654  -0.833
27 C 1.3447 -4.5929 0.0866  -0.280
28 C 2.0817 5.9981 3.4326  -1.277
29 C -0.7173 -2.6219 -3.6214  0.639
30 C 2.4307 -1.5179 -5.2004  -1.858
31 H 3.7977 -0.4359 -0.7164  0.044
32 H -1.0583 2.4421 -3.1864  0.372
33 H 1.3957 -5.7439 1.9176  0.290
34 H 5.1737 -0.2799 -2.2824  0.417
35 H 2.7357 5.6451 2.7526  0.330
36 H -2.0743 -3.0459 4.7796  0.344
37 H -6.5853 -2.2849 4.1496  0.525
38 H -1.3523 -2.2059 -0.1494  -0.211
39 H 2.6897 6.7281 4.1896  0.298
40 H -5.5883 -2.7789 2.9966  0.297
41 H -2.5103 4.2411 0.7066  0.452
42 H -0.7573 6.3211 1.1286  0.469
43 H -1.2193 0.7801 -3.4014  0.499
44 H 1.3217 3.2271 0.2966  0.402
45 H 0.0317 -5.6419 1.3076  0.542
46 H 0.4127 -0.9199 1.1366  -0.563
47 H 1.9737 5.2461 4.1506  0.355
48 H -2.5553 1.6521 -1.4874  0.494
49 H -4.4853 -1.6299 5.3576  0.298
50 H 2.5187 -4.8499 0.0276  0.242
51 H 3.4097 -0.1909 -2.6704  -0.086
52 H -0.8233 4.3101 -0.0204  0.091
53 H 4.6207 2.2001 -2.3404  0.342
54 H 1.5627 4.7091 -0.4434  0.414
55 H -5.4013 -1.1229 3.3956  0.245
56 H -1.5923 5.9101 2.3726  0.711
57 H 1.0907 3.4201 -1.5364  0.043
58 H 0.9657 7.3511 2.2496  0.353
59 H 0.9907 -2.2209 -1.0074  -0.464
60 H -1.2483 1.9531 -0.7764  0.426
61 H 5.0867 1.7821 -0.6794  0.289
62 H 1.6787 0.1881 0.1516  -0.102
63 H 2.5177 -2.3069 -5.8614  0.460
64 H 2.1367 -2.1049 -3.0524  0.055
65 H -3.0433 -2.4459 -0.8664  0.387
66 H -4.4173 -3.4599 4.9886  0.327
67 H -2.7293 -2.2889 0.8316  0.113
68 H -2.0183 -2.8869 -5.2164  0.288
69 H 2.5207 -2.4519 -0.5264  0.997
70 H -1.9943 -1.1429 4.7586  0.229
71 H 0.0787 6.7101 3.5206  0.250
72 H 3.6947 4.0041 -1.3614  0.249
73 H 3.4757 3.4681 0.2816  0.453
74 H 0.9317 -6.8449 0.4986  0.279
75 H -1.3843 3.4521 1.6026  0.161
76 H -1.3753 -2.5389 2.4066  0.225
77 H 1.1197 -4.5709 -0.9074  0.437
78 H -1.3183 -4.5039 -4.3374  0.365
79 H 0.2047 1.2521 -2.7104  0.012
80 H -1.3003 -0.9379 2.6126  0.110
81 H -0.3723 -2.9949 -2.7494  -0.061
82 H 0.9877 -0.9209 -3.6884  -0.360
83 H -2.6973 -3.3629 -3.5444  0.284
84 H 2.1677 -0.8139 -5.9054  0.500
85 H 1.9377 -1.1539 1.6366  0.568
86 H -1.0863 -1.4859 -3.6584  -0.025
87 H -0.0153 -1.8859 3.3826  0.320
88 H -3.5433 -0.2369 -0.4894  0.386
89 H -2.1153 -0.0849 0.7796  0.048
90 H 3.3667 -1.1819 -5.1104  0.546

=====

A cluster of 13 separate species, C4H32NO13S in total in a non-equilibrium geometry, computed with wB97M-V/def2-TZVPD.

Results
Charge: -1
Energy above the lowest of the compared OMol25 structures with the same formula, charge and spin: 6.7 kcal/mol
HOMO energy: -4.159 eV
LUMO level: 2.54 eV
Gap between HOMO and LUMO: 6.702 eV

Last column: Mulliken charge in e.
Positions of all 51 atoms, in Å:
1 S -0.9775 3.2735 0.4619  -0.485
2 O 2.7217 2.5226 -1.1560  -0.723
3 O -2.7300 -1.4772 2.3182  -0.659
4 O 0.7457 -0.4743 -1.4800  -0.893
5 O -1.5460 0.7913 3.4144  -0.657
6 O -2.2468 -1.1352 -2.6727  -0.714
7 O 4.1313 1.4216 0.8396  -0.806
8 O -2.7751 1.8532 -2.7046  -0.691
9 O 3.9911 -1.0542 -0.2806  -0.831
10 O 0.7283 -4.8372 0.6772  -0.668
11 O -0.0047 2.3075 -2.7556  -0.779
12 O -2.0349 -3.9423 1.9384  -0.710
13 O -3.6378 -1.1925 -0.2970  -0.622
14 O 3.1218 0.0994 -2.2656  -0.793
15 N 1.2488 -1.2809 0.5666  0.204
16 C 1.0220 -1.2536 2.0223  -0.950
17 C -0.1491 1.6290 0.8596  -0.304
18 C -0.6740 0.2896 0.2111  2.864
19 C 0.5181 -0.4709 -0.2573  -0.276
20 H 0.8373 1.7437 0.4186  -0.567
21 H -4.1147 -0.3757 -0.5107  0.273
22 H 3.3075 2.2718 -0.3950  0.419
23 H 2.8192 0.9877 -1.9538  0.451
24 H 4.6743 -1.6392 -0.5970  0.209
25 H 2.2288 3.2877 -0.8498  0.300
26 H -2.4146 -0.1888 -2.6828  0.345
27 H 1.1675 -3.9743 0.8317  0.335
28 H 0.1780 2.7237 -1.9016  0.238
29 H -1.3067 -1.2754 -2.7591  0.309
30 H -3.2940 2.4930 -2.2422  0.277
31 H -1.9906 -3.7336 0.9979  0.320
32 H -1.1517 0.5782 -0.7769  -0.644
33 H 3.6407 -0.4326 -1.0729  0.498
34 H 0.5929 -0.2926 2.3459  0.311
35 H -2.2789 0.8088 4.0142  0.267
36 H -2.4575 -3.1452 2.3650  0.384
37 H -0.1794 1.6797 1.9711  0.164
38 H -1.3751 -0.1657 0.9215  -1.179
39 H -3.2004 -1.4453 -1.1195  0.337
40 H -1.4610 1.6585 2.9477  0.299
41 H -0.0041 1.3414 -2.5965  0.407
42 H -3.1904 -1.0905 1.5575  0.283
43 H 1.9487 -1.3107 2.5551  0.401
44 H 0.3690 -2.0565 2.2703  0.265
45 H -2.1863 -0.7631 2.6343  0.380
46 H -1.7952 1.9753 -2.6370  0.477
47 H 2.2519 -1.3431 0.2347  0.400
48 H 3.3909 1.5435 1.4700  0.335
49 H -0.2407 -4.6756 0.7477  0.294
50 H 2.1932 -0.2705 -2.2694  0.517
51 H 4.2377 0.4693 0.6244  0.389

=====

The ion C25H52N3O2 with charge +1, computed with wB97M-V/def2-TZVPD.

Results
Charge: +1
HOMO energy: -10.936 eV
LUMO level: -2.33 eV
Gap between HOMO and LUMO: 8.604 eV

Last column: Mulliken charge in e.
Positions of all 82 atoms, in Å:
1 O 5.0811 2.7801 -3.2891  -0.345
2 O -9.4308 1.2725 0.7780  -0.330
3 N 1.9688 1.1986 -1.7135  -0.112
4 N 1.0088 -0.9400 -1.7711  -0.317
5 N 2.6882 -0.5424 -0.3110  -0.237
6 C 1.0410 -2.1453 -0.8846  -0.198
7 C 5.7073 1.5155 -3.4498  -0.164
8 C -2.6136 -2.3319 0.3770  -0.656
9 C 2.8092 -4.9142 2.3004  -0.637
10 C -10.0184 1.8938 1.8975  -0.724
11 C 2.6618 3.5216 -1.9070  -0.758
12 C -4.5813 -0.7794 -0.1070  -0.352
13 C 3.5418 4.6579 -1.3788  -0.895
14 C 1.8867 -0.0396 -1.2900  0.066
15 C 2.4524 -2.0225 -0.2977  -0.739
16 C 2.7638 -2.6463 1.0524  0.833
17 C -1.4750 -1.9208 -0.5525  -1.023
18 C 4.2144 -2.3254 1.4361  -1.672
19 C -7.0747 -0.1717 -0.1335  -0.790
20 C 5.7191 3.5985 -2.3283  -0.565
21 C 7.0592 1.5889 -4.1588  -1.293
22 C -8.3583 2.0002 0.2023  -0.895
23 C 4.8918 4.8401 -2.0684  -0.817
24 C 2.9876 2.1739 -1.2915  -0.096
25 C 2.5194 -4.1621 0.9940  -1.010
26 C 2.2273 -4.2405 3.5428  -1.091
27 C -3.9887 -2.1785 -0.2741  -0.874
28 C -5.8462 -0.5528 -0.9546  -1.054
29 C -0.1068 -2.0432 0.1128  -0.478
30 C -7.0425 1.2695 0.4037  -0.307
31 H 1.6135 3.7528 -1.6939  0.590
32 H -7.1653 -0.8689 0.7037  0.292
33 H 5.8719 3.0183 -1.4026  0.363
34 H -5.6562 0.2313 -1.6939  0.364
35 H -3.9113 -2.3982 -1.3448  0.457
36 H 7.1084 0.8845 -4.9884  0.357
37 H -1.6338 -0.8923 -0.8891  0.285
38 H 0.9333 -3.0307 -1.5114  0.733
39 H -9.2654 2.1849 2.6395  0.322
40 H 2.0940 -2.1891 1.7904  0.269
41 H -10.6961 1.1754 2.3542  0.242
42 H 4.8802 -2.4240 0.5753  0.368
43 H 3.1411 -4.5716 0.1890  0.358
44 H 5.5094 5.4934 -1.4472  0.377
45 H 1.4849 -4.3697 0.7128  0.350
46 H -6.7933 1.2798 1.4687  0.250
47 H 2.7818 3.4468 -2.9911  0.352
48 H 3.9640 1.8092 -1.6155  -0.130
49 H -4.6821 -2.9139 0.1411  0.293
50 H 7.8972 1.3776 -3.4959  0.332
51 H -2.5765 -1.7132 1.2814  0.340
52 H 1.2921 1.5070 -2.3979  0.364
53 H 2.8143 -3.3802 3.8650  0.260
54 H 3.8825 -5.0760 2.4172  0.374
55 H 4.5746 -3.0045 2.2040  0.477
56 H -4.8138 -0.6290 0.9523  0.330
57 H 3.1650 -2.4282 -1.0248  0.486
58 H -8.5647 2.1163 -0.8673  0.354
59 H -2.4481 -3.3632 0.7013  0.487
60 H 5.8165 1.0429 -2.4618  0.285
61 H -10.5914 2.7852 1.6163  0.290
62 H 0.9061 -1.0476 -2.7703  0.324
63 H 2.1902 -4.9410 4.3760  0.403
64 H -6.2615 1.8452 -0.1059  0.360
65 H 2.5825 -0.0839 0.5890  0.396
66 H 2.9796 5.5850 -1.4971  0.300
67 H 3.6915 4.5362 -0.3010  0.405
68 H 2.9905 2.2370 -0.2015  0.350
69 H 4.9963 0.9200 -4.0219  0.342
70 H 7.2058 2.5867 -4.5743  0.308
71 H -6.0683 -1.4596 -1.5246  0.477
72 H 4.7534 5.3618 -3.0189  0.326
73 H -7.9801 -0.3106 -0.7283  0.475
74 H 4.3247 -1.3095 1.8189  0.349
75 H -0.0943 -2.9276 0.7512  0.203
76 H 1.2045 -3.8993 3.3611  0.227
77 H -8.3082 3.0038 0.6378  0.464
78 H 6.7104 3.9092 -2.6764  0.500
79 H -1.5072 -2.5491 -1.4503  0.386
80 H 0.0747 -1.1841 0.7706  0.364
81 H 2.3727 -5.9108 2.2113  0.428
82 H -3.8148 -0.0359 -0.3522  0.273

=====

A structure of composition CH2ErO3 in a non-equilibrium geometry, computed with wB97M-V/def2-TZVPD.

Results
Expectation value of S²: 3.75
2S+1: 4
Charge: +3
HOMO energy (alpha / beta): -26.363 / -26.186 eV
LUMO level (alpha / beta): -17.86 / -20.24 eV
Gap between HOMO and LUMO (alpha / beta): 8.500 / 5.945 eV

Last column: Mulliken charge in e.
Positions of all 7 atoms, in Å:
1 Er 2.1818 -0.0723 -0.1324  2.442
2 O 0.0043 0.6973 0.0695  -0.599
3 O -2.0367 0.6530 -0.0775  -0.230
4 O -0.8391 -1.2240 -0.3492  -0.402
5 C -1.0269 -0.0591 0.2233  0.837
6 H -1.3158 1.5891 -0.2729  0.533
7 H -0.5373 -1.9016 0.2757  0.421